The following is a DFT calculation (the ωB97M-V functional and the def2-TZVPD basis) of a structure of composition C29H29BrF4N3PPbS.

The geometry in XYZ format:
```
69
Properties=species:S:1:pos:R:3:forces:R:3:mulliken_charge:R:1
Pb 0.382 -1.183 -0.567 -0.041 -0.133 0.022 1.9994
F -3.518 4.255 -4.349 0.006 -0.017 0.017 -0.2477
C -2.738 3.645 -3.486 -0.058 0.116 -0.051 0.6276
C -2.051 4.372 -2.531 -0.043 0.129 -0.030 0.3167
F -2.180 5.683 -2.476 0.008 -0.016 0.001 -0.2578
C -1.234 3.713 -1.631 0.075 -0.011 0.052 0.2813
F -0.612 4.453 -0.718 0.004 -0.042 -0.022 -0.3509
C -1.063 2.332 -1.650 0.018 -0.060 -0.028 -0.2928
P 0.095 1.600 -0.443 -0.240 0.146 0.004 0.5108
C -0.612 2.044 1.161 0.077 0.052 0.025 0.7170
C -1.981 2.271 1.282 0.020 -0.001 0.009 -0.6364
C -2.532 2.531 2.528 -0.025 -0.032 -0.006 -0.8325
C -1.724 2.561 3.656 0.002 -0.012 0.001 -0.6707
C -0.360 2.318 3.541 0.046 -0.033 -0.035 -0.7720
C 0.198 2.052 2.300 -0.044 0.065 -0.015 -0.4788
C 1.657 2.471 -0.683 0.033 -0.117 0.068 0.8300
C 2.478 2.019 -1.717 0.036 0.025 -0.027 -0.5956
C 3.690 2.642 -1.969 -0.014 -0.013 -0.005 -0.8151
C 4.089 3.714 -1.182 -0.020 -0.012 0.013 -0.6034
C 3.270 4.171 -0.158 -0.001 0.007 0.014 -0.8060
C 2.054 3.555 0.097 0.004 0.045 0.025 -0.3039
C -1.784 1.624 -2.615 0.079 0.007 0.123 0.1248
Br -1.744 -0.261 -2.757 -0.064 -0.148 -0.077 -0.0784
C -2.608 2.266 -3.518 -0.025 -0.160 -0.067 0.1402
F -3.289 1.581 -4.424 0.011 0.032 0.009 -0.2978
H -2.624 2.245 0.411 -0.005 0.022 0.013 0.4727
H -3.596 2.714 2.615 0.030 0.009 0.004 0.4657
H -2.155 2.779 4.625 0.011 -0.009 -0.028 0.4586
H 0.274 2.344 4.419 -0.033 0.003 -0.022 0.4554
H 1.259 1.854 2.217 -0.002 0.040 0.020 0.5097
H 2.163 1.192 -2.342 0.014 0.031 -0.001 0.3732
H 4.319 2.294 -2.778 -0.005 0.008 0.008 0.4611
H 5.038 4.199 -1.371 -0.021 0.003 -0.009 0.4328
H 3.572 5.020 0.441 0.006 -0.020 -0.006 0.4628
H 1.416 3.933 0.885 0.028 -0.022 -0.039 0.4602
C -0.236 -4.104 -2.650 0.006 0.002 0.062 -1.2632
N -0.341 -3.708 -1.237 0.070 -0.168 -0.283 0.4286
C 0.424 -4.644 -0.405 -0.016 0.015 -0.008 -1.0729
C -1.746 -3.706 -0.837 0.037 0.197 0.107 -1.3673
C -1.958 -2.949 0.450 -0.299 0.038 0.255 0.1499
C -2.979 -3.333 1.316 0.035 -0.039 -0.060 -0.8603
C -3.262 -2.599 2.460 -0.014 0.004 0.014 -0.8486
C -2.518 -1.471 2.774 0.041 0.055 0.013 -0.7503
C -1.483 -1.068 1.939 -0.156 -0.256 0.150 -1.1695
C -1.234 -1.817 0.800 0.648 0.257 -0.494 1.1563
H -0.756 -5.050 -2.834 -0.005 0.003 -0.006 0.3377
H 0.808 -4.243 -2.927 -0.002 0.012 -0.002 0.4590
H -0.674 -3.336 -3.289 0.005 -0.011 -0.007 0.3030
H 0.116 -5.681 -0.582 -0.004 0.008 0.002 0.3445
H 0.247 -4.424 0.649 0.009 -0.018 -0.006 0.3342
H 1.489 -4.560 -0.628 -0.010 0.010 0.023 0.2826
H -2.130 -4.728 -0.743 -0.042 -0.007 0.016 0.4613
H -2.326 -3.218 -1.624 0.005 -0.032 -0.043 0.4360
H -3.560 -4.217 1.079 -0.015 0.029 0.039 0.4779
H -4.068 -2.913 3.110 0.011 -0.006 0.000 0.4138
H -2.734 -0.897 3.666 -0.019 -0.038 0.003 0.5316
H -0.896 -0.197 2.196 0.028 -0.064 -0.014 0.7525
C 1.808 -1.414 -2.239 -0.256 0.166 0.293 -1.3371
H 1.415 -0.850 -3.081 0.056 -0.077 -0.011 0.4386
H 1.863 -2.475 -2.452 0.049 0.034 -0.005 0.3524
H 2.748 -1.018 -1.866 0.007 -0.020 -0.102 0.4871
N 2.221 -2.883 2.448 0.024 -0.019 -0.048 -0.3064
C 2.917 -1.771 2.231 -0.114 -0.026 0.044 0.9041
N 4.029 -1.570 2.924 -0.005 0.025 -0.047 -0.3994
S 2.444 -0.561 1.108 0.123 0.001 0.070 -0.4295
H 2.512 -3.565 3.131 -0.013 -0.021 -0.005 0.2182
H 1.366 -3.053 1.948 -0.046 0.068 0.082 0.0385
H 4.375 -2.233 3.600 -0.008 -0.003 0.008 0.2042
H 4.576 -0.742 2.754 0.003 -0.002 0.001 0.2324
```
Positions in Å, forces in eV/Å.

Calculated values
Highest occupied orbital energy, hartree: -0.5188
Total charge: +2
E_tot, Eh: -5192.07004



The following is a DFT calculation (the ωB97M-V functional and the def2-TZVPD basis) of a structure of composition C29H29BrLuN10O3P in a non-equilibrium geometry.

The geometry in XYZ format:
```
74
Properties=species:S:1:pos:R:3:forces:R:3:mulliken_charge:R:1
Lu -0.436 -0.423 0.230 0.273 -0.619 -1.307 2.1505
C 0.226 1.579 -5.301 0.009 0.010 -0.028 -0.8836
N -0.387 1.407 -3.986 -0.001 -0.004 -0.017 0.1399
C -1.619 1.887 -3.641 0.021 0.008 -0.008 -0.7488
C -1.845 1.482 -2.361 0.037 -0.013 0.026 -0.6974
N -0.773 0.750 -1.919 -0.034 -0.202 0.153 0.0598
C 0.100 0.723 -2.924 0.057 0.044 0.032 0.1243
P 1.806 0.078 -2.854 -0.086 -0.028 0.005 -0.4709
C 2.289 0.830 -1.271 0.154 0.026 -0.036 0.0057
N 1.639 0.741 -0.119 -0.224 0.014 0.142 -0.0484
C 2.345 1.475 0.792 -0.033 -0.008 0.040 -0.7011
C 3.441 2.007 0.179 -0.012 -0.005 -0.020 -0.4158
N 3.396 1.595 -1.123 -0.002 0.002 0.010 0.1597
C 4.376 1.939 -2.151 0.009 0.004 -0.013 -0.7996
C 1.504 -1.614 -2.247 0.135 0.024 0.027 0.1152
N 0.973 -1.946 -1.074 -0.071 -0.087 -0.108 -0.0056
C 1.101 -3.304 -0.968 0.041 0.050 0.001 -0.7034
C 1.708 -3.794 -2.084 0.016 0.010 -0.003 -0.5760
N 1.964 -2.718 -2.886 -0.011 -0.014 -0.011 0.1433
C 2.579 -2.798 -4.208 0.012 -0.005 -0.019 -0.8896
H 0.016 2.582 -5.661 -0.001 0.004 0.015 0.3574
H -0.177 0.852 -6.003 -0.009 -0.002 0.012 0.3162
H 1.302 1.450 -5.226 -0.008 -0.002 0.011 0.3512
H -2.214 2.475 -4.317 0.009 0.004 -0.016 0.4740
H -2.688 1.702 -1.733 -0.024 -0.024 0.007 0.6339
H 2.017 1.576 1.812 -0.014 -0.003 -0.001 0.5372
H 4.230 2.635 0.553 0.018 0.003 -0.012 0.4473
H 5.154 2.542 -1.693 -0.005 -0.002 0.012 0.3216
H 3.909 2.515 -2.947 -0.010 0.000 0.008 0.3190
H 4.827 1.039 -2.564 -0.007 -0.005 0.009 0.3227
H 0.802 -3.837 -0.083 -0.032 -0.010 -0.009 0.5638
H 1.987 -4.795 -2.364 0.020 0.001 -0.014 0.4851
H 3.361 -3.552 -4.190 0.000 0.003 0.015 0.3563
H 3.021 -1.840 -4.466 -0.006 -0.004 0.012 0.3524
H 1.835 -3.066 -4.956 -0.006 0.001 0.009 0.3161
Br -5.708 -5.116 3.688 0.149 0.031 -0.166 -0.1222
C -5.931 -3.230 3.827 0.040 -0.032 0.010 -0.0999
C -5.048 -2.505 4.614 -0.030 -0.016 0.014 -0.5518
C -5.204 -1.133 4.709 -0.049 0.110 0.003 -0.2715
C -6.251 -0.504 4.038 0.037 -0.160 -0.087 0.3443
C -7.165 -1.257 3.313 -0.013 0.006 -0.035 -0.3160
C -6.994 -2.626 3.179 -0.019 0.041 -0.001 -0.5474
N -6.533 0.890 4.214 0.026 -0.045 0.302 -0.3726
N -5.672 1.757 4.049 -0.197 0.163 -0.384 -0.4703
C -4.407 1.452 3.452 0.343 -0.071 0.197 -0.2663
C -3.280 1.829 4.133 -0.036 -0.055 -0.032 -0.4933
C -1.994 1.560 3.636 0.080 0.077 -0.004 -0.8275
C -1.817 0.960 2.412 0.006 0.076 0.132 1.0283
O -0.625 0.707 1.881 -0.226 0.694 0.744 -0.7909
C -2.984 0.624 1.656 -0.003 0.098 0.037 0.3572
N -2.779 0.065 0.423 -0.001 0.195 0.282 -0.0058
C -3.825 -0.215 -0.326 0.076 -0.124 -0.013 -0.4941
C -5.139 0.075 0.058 -0.030 -0.012 0.020 -1.5052
C -5.362 0.624 1.293 -0.015 -0.004 -0.022 -0.4092
C -4.278 0.882 2.157 -0.199 0.059 0.014 0.4284
H -4.275 -3.009 5.179 0.022 0.010 -0.037 0.5722
H -4.538 -0.556 5.335 0.019 -0.001 0.004 0.5119
H -8.016 -0.763 2.861 -0.014 -0.013 0.001 0.4665
H -7.700 -3.215 2.610 -0.004 -0.007 -0.003 0.4773
H -3.400 2.322 5.090 0.035 0.004 0.004 0.4877
H -1.118 1.848 4.200 -0.015 -0.009 0.025 0.5226
H -3.624 -0.690 -1.281 0.003 0.042 -0.016 0.7000
H -5.955 -0.129 -0.620 0.005 -0.004 -0.008 0.4621
H -6.367 0.882 1.601 0.017 -0.012 -0.009 0.7841
N -3.050 -4.550 1.025 -0.258 -0.045 0.042 -0.0926
C -1.927 -4.047 1.873 0.131 0.026 0.143 -0.7077
C -1.325 -2.838 1.165 -0.065 -0.016 -0.163 1.3564
O -1.793 -2.543 0.034 -0.031 -0.085 0.018 -0.9449
O -0.409 -2.206 1.725 -0.002 -0.062 0.010 -0.8186
H -3.965 -4.482 1.492 0.139 0.002 0.041 0.1905
H -2.930 -5.523 0.744 0.008 0.029 -0.013 0.3921
H -3.026 -3.933 0.185 -0.043 -0.038 0.034 0.3111
H -1.167 -4.817 1.987 -0.041 -0.020 0.009 0.3520
H -2.288 -3.771 2.860 -0.059 -0.001 -0.015 0.2508
```
Positions in Å, forces in eV/Å.

Calculated values
Highest occupied orbital energy, hartree: -0.4444
Total charge: +2
E_tot, Eh: -6046.43312
Relative energy (zero: lowest compared OMol25 entry of this formula, charge and spin), kJ/mol: 0.00



The following is a DFT calculation (the ωB97M-V functional and the def2-TZVPD basis) of a structure of composition C29H29BrMoNO3 in a non-equilibrium geometry.

The geometry in XYZ format:
```
64
Properties=species:S:1:pos:R:3:forces:R:3:mulliken_spin:R:1
C 1.727 -0.358 1.156 1.896 1.110 -0.481 -0.0588
C 2.321 -0.921 -0.035 0.463 1.068 0.414 0.0217
C 2.180 0.030 -1.093 0.088 -0.027 0.220 -0.1032
H 2.875 -1.853 -0.093 -0.375 0.076 -0.081 0.0007
C 1.500 1.189 -0.566 0.454 -0.219 0.299 0.0194
C 1.200 0.945 0.818 1.149 -0.319 0.115 0.0162
H 1.427 2.144 -1.076 -0.325 -0.394 0.074 0.0069
C -1.251 -2.085 2.040 -0.629 0.184 -0.664 -0.0483
C -0.164 -2.781 1.473 -0.448 0.261 -1.299 -0.0456
C -0.342 -2.824 0.040 -1.400 0.127 -0.634 -0.0135
H 0.563 -3.370 2.030 0.046 0.484 -0.187 0.0015
C -1.614 -2.109 -0.245 1.854 -0.518 0.291 -0.0336
C -2.090 -1.589 0.996 0.596 -0.674 0.249 0.0574
H 2.618 -0.065 -2.081 -0.268 0.023 0.050 0.0038
H 0.706 1.625 1.500 0.021 -0.126 -0.042 0.0531
H 1.749 -0.797 2.146 -0.313 0.032 -0.306 0.0156
H -3.047 -1.083 1.116 0.406 0.090 0.107 0.0028
H 0.144 -3.512 -0.657 -0.145 0.359 0.441 0.0016
H -1.498 -2.098 3.098 0.222 0.387 -0.370 0.0038
Mo 0.140 -0.587 -0.308 -2.811 -2.296 5.765 1.0670
C -2.145 -1.811 -1.638 0.251 0.205 -0.590 -0.1027
C -3.647 -1.737 -1.768 -0.240 -0.378 -0.082 -0.0036
C -1.549 -2.832 -2.622 -0.206 -0.598 -0.053 0.0088
H -4.070 -2.724 -1.561 -0.171 0.168 -0.025 0.0000
H -3.871 -1.470 -2.810 -0.161 -0.048 0.288 -0.0007
H -4.101 -0.994 -1.100 0.078 -0.158 -0.105 -0.0005
H -1.825 -3.837 -2.268 0.071 0.242 -0.082 0.0003
H -0.449 -2.768 -2.711 -0.678 -0.054 0.110 -0.0024
H -1.975 -2.708 -3.625 0.176 0.005 0.285 0.0003
C -1.562 -0.400 -1.848 -0.648 0.982 -0.366 0.1772
C -1.298 0.166 -3.238 3.431 -4.207 -0.579 -0.0349
H -0.408 -0.790 -1.793 0.108 -0.105 -2.621 -0.0584
H -2.076 0.325 -1.189 0.299 -0.168 0.006 0.0285
O -0.618 -0.716 -3.853 -3.043 3.090 0.602 0.0051
N -1.394 1.508 -3.537 -1.945 1.057 -1.155 0.0046
C -0.295 2.457 -3.336 0.832 -0.236 -0.156 0.0191
H -2.265 1.830 -4.004 1.193 -0.341 0.692 0.0002
C 1.034 1.938 -3.907 0.324 0.199 -0.633 -0.0046
C 2.244 2.588 -3.623 0.101 -0.511 -0.010 -0.0024
H 2.201 3.554 -3.092 0.338 -0.585 -0.159 -0.0005
C 3.456 2.016 -4.062 -0.089 0.254 -0.019 0.0004
H 4.384 2.561 -3.888 -0.201 -0.179 0.006 0.0001
C 3.494 0.781 -4.738 -0.307 0.150 0.279 -0.0002
H 4.433 0.323 -5.071 -0.315 0.293 0.365 0.0000
C 2.279 0.169 -5.049 -0.186 0.775 -0.285 0.0003
H 2.173 -0.787 -5.556 0.437 0.250 -0.118 -0.0001
C 1.087 0.843 -4.779 -0.061 -0.073 0.132 -0.0016
H 0.182 0.418 -5.204 0.501 0.440 0.224 0.0000
H -0.178 2.653 -2.254 0.042 -0.103 -0.363 0.0036
H -0.506 3.444 -3.769 -0.453 -0.465 -0.110 0.0001
Br -0.342 3.084 3.976 0.012 0.365 0.305 0.0257
C -0.282 2.109 5.585 -0.201 0.370 0.687 0.0744
C -0.473 2.739 6.817 0.077 -0.246 -0.360 -0.0407
C -0.370 2.002 8.007 0.012 -0.031 -0.487 0.1414
C -0.059 0.636 7.958 0.165 -0.524 -0.393 -0.0226
C 0.125 0.004 6.726 -0.159 0.087 1.019 0.0454
C -0.027 0.726 5.540 0.359 -0.557 -1.462 0.1351
C 0.091 0.002 4.193 -0.541 1.097 1.875 -0.0185
O 1.149 -0.671 4.058 -1.311 0.423 -0.456 0.3686
O -0.891 0.164 3.428 1.653 -0.727 0.329 0.2873
H -0.700 3.796 6.845 0.047 -0.019 0.008 0.0001
H -0.526 2.499 8.969 0.062 -0.176 -0.377 0.0045
H 0.043 0.057 8.876 -0.032 0.214 -0.244 -0.0006
H 0.384 -1.050 6.654 -0.100 0.191 0.116 -0.0043
```
Positions in Å, forces in eV/Å.

Calculated values
Expectation value of S²: 2.085
Highest occupied orbital energy (alpha / beta), hartree: -0.3989 / -0.3968
2S+1: 3
Total charge: +1
E_tot, Eh: -4044.64233



The following is a DFT calculation (the ωB97M-V functional and the def2-TZVPD basis) of a cluster of 2 separate species, C29H29Cl2N5O3 in total in a non-equilibrium geometry.

The geometry in XYZ format:
```
68
Properties=species:S:1:pos:R:3:forces:R:3:nbo_charge:R:1
C 4.810 7.076 4.950 -0.374 0.013 -0.051 -0.6406
C 4.353 6.082 3.930 1.016 -0.459 -0.795 0.1664
C 5.221 5.298 3.087 -0.070 0.705 0.768 -0.3108
C 4.404 4.516 2.339 -0.123 0.816 0.835 0.3071
N 4.815 3.611 1.360 -0.782 -1.146 -0.620 -0.6275
C 5.390 3.977 0.156 -0.236 2.645 0.216 0.6686
O 5.705 5.141 -0.056 0.012 -0.999 0.172 -0.5631
C 5.518 2.951 -0.893 0.111 -1.174 -0.350 -0.1791
C 4.481 2.015 -1.091 0.799 -0.111 -0.562 -0.1720
C 4.589 1.022 -2.069 -0.101 0.066 -0.005 -0.2382
C 5.727 0.948 -2.872 -0.076 0.546 0.540 0.0016
Cl 5.863 -0.290 -4.095 -0.015 0.358 0.340 0.0209
C 6.754 1.873 -2.690 0.122 0.000 -0.088 -0.2560
C 6.665 2.869 -1.713 -0.396 -0.271 0.007 0.0370
Cl 8.029 3.950 -1.531 -0.513 -0.458 -0.063 0.0450
N 3.100 4.831 2.727 1.180 -0.397 -0.493 -0.2040
C 1.929 4.332 2.133 -1.256 -0.180 -0.306 0.1245
C 1.776 2.968 1.831 -0.146 0.291 -0.007 -0.1866
C 0.606 2.494 1.227 0.038 0.596 0.065 -0.2278
C -0.431 3.383 0.925 0.235 0.064 0.130 -0.2199
C -0.300 4.739 1.237 0.521 -0.349 0.235 -0.1963
C 0.871 5.206 1.841 -0.071 -0.076 -0.115 -0.1955
N 3.096 5.802 3.692 -0.405 -0.481 -0.361 -0.2580
H 5.612 7.695 4.540 -0.088 -0.085 0.085 0.2241
H 5.187 6.554 5.834 0.008 0.113 -0.038 0.2243
H 3.980 7.721 5.250 0.145 -0.114 -0.011 0.2313
H 6.302 5.345 3.041 -0.252 -0.080 -0.019 0.2341
H 4.371 2.703 1.359 0.254 0.072 0.142 0.4015
H 3.568 2.067 -0.504 0.129 0.060 -0.037 0.2260
H 3.786 0.307 -2.220 0.094 0.130 0.053 0.2327
H 7.642 1.817 -3.312 -0.104 0.034 0.111 0.2453
H 2.553 2.264 2.105 -0.078 -0.009 0.082 0.1926
H 0.492 1.436 1.011 0.077 0.126 0.050 0.2197
H -1.345 3.021 0.462 0.123 0.021 0.050 0.2146
H -1.107 5.431 1.015 0.149 -0.092 0.040 0.2213
H 0.973 6.261 2.084 0.056 -0.202 -0.006 0.2369
C -6.395 -7.955 -2.727 0.476 0.089 0.168 -0.4127
N -5.782 -6.638 -2.565 -0.844 0.503 -0.628 -0.6104
C -4.624 -6.414 -1.926 0.459 -0.665 1.395 0.6586
O -3.993 -7.321 -1.397 0.042 0.421 -0.365 -0.6227
C -4.166 -4.944 -1.817 -0.115 0.814 0.103 -0.1223
C -2.951 -4.695 -0.896 0.177 -0.198 0.162 -0.4269
C -2.549 -3.233 -0.756 -0.145 0.232 -0.156 -0.0401
C -3.137 -2.435 0.245 0.679 0.595 -0.656 -0.1487
C -2.797 -1.076 0.365 0.377 -0.564 -0.601 -0.2200
C -1.851 -0.509 -0.505 -0.202 -0.903 -0.118 -0.2224
C -1.252 -1.301 -1.500 -0.655 -0.388 0.544 -0.2078
C -1.603 -2.659 -1.629 -0.465 0.722 0.749 -0.2132
N -5.269 -4.008 -1.527 1.279 -0.809 -1.412 -0.6285
C -6.173 -4.029 -0.546 -1.340 0.189 1.286 0.6736
C -6.165 -5.103 0.526 0.179 0.168 -0.252 -0.7186
O -7.027 -3.158 -0.506 -0.172 0.274 -0.023 -0.6269
H -7.413 -7.855 -3.108 0.196 0.157 0.043 0.2100
H -6.425 -8.472 -1.765 0.040 0.028 -0.108 0.2156
H -5.803 -8.551 -3.425 -0.108 -0.088 0.074 0.2061
H -6.276 -5.837 -2.926 0.041 -0.075 0.056 0.4031
H -3.821 -4.693 -2.819 -0.123 0.165 -0.192 0.2238
H -2.101 -5.255 -1.289 -0.078 -0.119 0.029 0.2335
H -3.154 -5.097 0.097 -0.026 -0.105 -0.007 0.2236
H -3.866 -2.862 0.918 -0.054 -0.066 0.056 0.2013
H -3.267 -0.469 1.125 -0.007 0.013 0.042 0.2175
H -1.591 0.536 -0.414 0.023 0.061 -0.012 0.2092
H -0.530 -0.865 -2.175 0.049 0.009 -0.034 0.2130
H -1.148 -3.259 -2.404 0.051 -0.095 -0.040 0.2106
H -5.339 -3.193 -2.118 -0.049 0.013 0.060 0.4158
H -5.188 -5.155 0.998 0.140 -0.260 0.029 0.2228
H -6.905 -4.845 1.282 0.049 0.082 -0.210 0.2488
H -6.424 -6.067 0.096 0.144 -0.173 0.020 0.2347
```
Positions in Å, forces in eV/Å.

Calculated values
SMILES string: Cc1cc(NC(=O)c2ccc(Cl)cc2Cl)n(-c2ccccc2)n1.CNC(=O)[C@H](Cc1ccccc1)NC(C)=O
Highest occupied orbital energy, hartree: -0.3200
E_tot, Eh: -2542.41355